(1)
# C4H8N2

C4H8N2 in the gas phase (ωB97M-V/def2-TZVPD, the OMol25 dataset).

Structure (XYZ):
```
14
Properties=species:S:1:pos:R:3:lowdin_charge:R:1
C -0.57197 0.41203 -1.82150 -0.104
N 0.14428 0.65510 -0.57765 -0.116
C 0.40250 -0.46783 0.18863 -0.322
C 1.17895 -0.28546 1.47555 -0.084
C -1.29592 -0.68955 0.89350 -0.151
N -2.08622 0.07649 1.29123 0.040
H -0.02506 -0.32170 -2.42437 0.084
H -0.61743 1.35257 -2.37258 0.082
H -1.59325 0.03856 -1.63792 0.079
H -0.38956 1.27584 0.02014 0.110
H 0.81881 -1.26947 -0.44699 0.136
H 1.06475 -1.21678 2.03131 0.080
H 2.24930 -0.08477 1.33659 0.086
H 0.72082 0.52497 2.04406 0.081
```

Calculated values
**HOMO energy**: -9.8 eV
**Structure (SMILES)**: CN[C@@H](C)C#N
**Kohn-Sham gap**: 0.3802 hartree
**Energy above the lowest of the compared OMol25 structures with the same formula, charge and spin**: 44.10 kcal/mol


(2)
# C4H8N2

2 unconnected molecules or ions with the total composition C4H8N2 (ωB97M-V/def2-TZVPD, the OMol25 dataset).

Structure (XYZ):
```
14
Properties=species:S:1:pos:R:3:lowdin_charge:R:1
C 0.54334 -1.21261 1.22527 -0.001
C 1.19571 1.68323 -1.11176 -0.328
C 2.10579 1.73124 -0.22738 -0.030
C -1.81424 -1.19294 0.40965 -0.113
N 0.30064 1.38018 -1.84111 0.157
N -0.66516 -1.71659 1.15867 -0.177
H 0.62252 -0.25421 0.66283 -0.035
H 2.29912 2.75556 0.16587 0.076
H 2.45769 0.91292 0.35828 0.044
H -0.90255 -2.61997 1.49145 0.088
H -2.74163 -0.79687 0.98886 0.102
H -2.28976 -1.73484 -0.41332 0.069
H -1.38859 -0.23997 -0.01451 0.067
H 0.27711 1.30487 -2.85280 0.082
```

Calculated values
**HOMO energy**: -8.1 eV
**Kohn-Sham gap**: 0.3317 hartree
**Energy above the lowest of the compared OMol25 structures with the same formula, charge and spin**: 106.59 kcal/mol


(3)
# C4H8N2

C4H8N2 in the gas phase (ωB97M-V/def2-TZVPD, the OMol25 dataset).

Structure (XYZ):
```
14
Properties=species:S:1:pos:R:3:lowdin_charge:R:1
C 0.45596 -0.16289 -0.06191 -0.560
N 0.46351 -1.57993 0.05851 0.091
N -2.12846 -0.13162 -0.15010 0.038
C -0.09371 0.80596 0.92189 -0.009
C -0.93568 0.65412 -0.24213 -0.322
C 1.55870 0.68016 -0.29659 0.098
H 1.18287 -2.00429 -0.51355 0.076
H 0.54142 -1.89233 1.01726 0.082
H -2.12304 -0.70620 0.68574 0.071
H -2.21508 -0.76249 -0.94194 0.072
H 0.26252 1.70837 1.40097 0.082
H -0.96560 1.39098 -1.04764 0.126
H 1.44522 1.57349 -0.89482 0.072
H 2.55137 0.42666 0.06429 0.082
```

Calculated values
**HOMO energy**: -8.2 eV
**Kohn-Sham gap**: 0.3269 hartree
**Energy above the lowest of the compared OMol25 structures with the same formula, charge and spin**: 93.96 kcal/mol


(4)
# C4H8N2

C4H8N2 in the gas phase (ωB97M-V/def2-TZVPD, the OMol25 dataset).

Structure (XYZ):
```
14
Properties=species:S:1:pos:R:3:lowdin_charge:R:1
C 0.92694 0.18231 0.05897 -0.170
C -1.34638 1.06769 0.96929 -0.054
C -0.41862 -0.08698 0.70241 -0.435
C 0.83298 -0.29358 -1.35445 -0.269
N -0.68401 -1.24340 1.23854 0.133
N 1.49931 -1.27800 -1.82797 0.088
H 0.06924 -1.91597 1.04057 0.054
H 1.23335 -1.48416 -2.79789 0.049
H 1.72917 -0.34642 0.58472 0.119
H 1.11093 1.26060 0.04602 0.111
H -0.19047 0.07794 -1.76442 0.140
H -2.01172 0.83874 1.80655 0.079
H -1.95453 1.24313 0.07837 0.079
H -0.79619 1.97811 1.21930 0.076
```

Calculated values
**HOMO energy**: -9.9 eV
**Structure (SMILES)**: [H]/N=C(/C)C/C=N/[H]
**Kohn-Sham gap**: 0.3997 hartree
**Energy above the lowest of the compared OMol25 structures with the same formula, charge and spin**: 26.32 kcal/mol


(5)
# C4H8N2

C4H8N2 in the gas phase (ωB97M-V/def2-TZVPD, the OMol25 dataset).

Structure (XYZ):
```
14
Properties=species:S:1:pos:R:3:lowdin_charge:R:1
C 1.77343 -0.02134 0.50877 -0.099
C 0.61009 0.77951 -0.06187 -0.290
N -0.19365 -0.00881 -1.00432 -0.087
C -1.59581 -0.11818 -0.67730 -0.230
C -1.85338 -0.75738 0.63901 -0.211
N -1.97534 -1.25623 1.67565 0.136
H 2.40757 -0.40937 -0.29671 0.074
H 1.41717 -0.86931 1.10460 0.074
H 2.39588 0.60732 1.15258 0.074
H -0.01985 1.13188 0.76677 0.108
H 0.98869 1.67254 -0.57538 0.105
H 0.20446 -0.93466 -1.11396 0.105
H -2.10903 -0.69378 -1.45419 0.120
H -2.05024 0.87783 -0.66366 0.122
```

Calculated values
**HOMO energy**: -9.6 eV
**Structure (SMILES)**: CCNCC#N
**Kohn-Sham gap**: 0.3884 hartree
**Energy above the lowest of the compared OMol25 structures with the same formula, charge and spin**: 13.84 kcal/mol


(6)
# C4H8N2O

2 unconnected molecules or ions with the total composition C4H8N2O (ωB97M-V/def2-TZVPD, the OMol25 dataset).

Structure (XYZ):
```
15
Properties=species:S:1:pos:R:3:lowdin_charge:R:1
C 1.82590 -0.71206 -0.68456 -0.117
N 1.11750 -0.47584 0.55754 -0.212
C -0.86587 0.90549 -0.86806 -0.217
C -1.25514 1.35219 0.31389 -0.108
C -1.99393 1.11489 1.38024 0.018
O 0.22247 -1.52763 0.88338 -0.087
N -1.17843 0.87191 -2.07144 0.132
H 0.40308 -2.09784 1.63989 0.090
H -0.65372 0.24918 -2.67927 0.053
H 1.01062 0.52366 0.91363 0.131
H 1.17857 -0.46031 -1.52849 0.037
H 2.63468 0.00977 -0.78075 0.082
H 2.13702 -1.75416 -0.74636 0.082
H -2.62388 1.87129 1.83043 0.056
H -1.95887 0.12947 1.83992 0.059
```

Calculated values
**HOMO energy**: -8.0 eV
**Structure (SMILES)**: C=C=C=N.CNO
**Kohn-Sham gap**: 0.2864 hartree
**Energy above the lowest of the compared OMol25 structures with the same formula, charge and spin**: 170.84 kcal/mol


| no. | E_LUMO (hartree) |
| --- | --- |
| 1 | 0.020 |
| 2 | 0.035 |
| 3 | 0.026 |
| 4 | 0.034 |
| 5 | 0.036 |
| 6 | -0.006 |